{"formula": "C20H48O10S6", "method": "ωB97M-V/def2-TZVPD", "species": ["C", "S", "O", "C", "H", "H", "H", "H", "H", "H", "C", "S", "O", "C", "H", "H", "H", "H", "H", "H", "C", "S", "O", "C", "H", "H", "H", "H", "H", "H", "C", "S", "O", "C", "H", "H", "H", "H", "H", "H", "C", "S", "O", "C", "H", "H", "H", "H", "H", "H", "C", "S", "O", "C", "H", "H", "H", "H", "H", "H", "O", "C", "O", "C", "C", "C", "H", "H", "H", "H", "H", "H", "O", "C", "O", "C", "C", "C", "H", "H", "H", "H", "H", "H"], "coordinates": [[-1.546452, -1.345996, -1.512364], [0.006661, -2.115658, -0.937069], [0.976601, -1.980314, -2.094168], [0.468529, -0.879892, 0.386966], [-1.268702, -0.292751, -1.552746], [-2.171159, -1.420510, -0.622246], [-2.148629, -1.772779, -2.314438], [1.502379, -1.064211, 0.679023], [-0.159601, -1.164474, 1.231099], [0.498567, 0.149485, 0.029786], [-0.582645, -4.929690, 6.868871], [-2.145624, -4.031701, 7.191338], [-3.319759, -5.024770, 7.332165], [-1.705324, -3.332603, 8.864016], [-0.737744, -5.474749, 5.937783], [-0.386706, -5.617116, 7.691757], [0.271314, -4.252352, 6.877247], [-1.101933, -2.427113, 8.799936], [-1.207247, -4.061320, 9.503542], [-2.561287, -3.056412, 9.479773], [1.218569, 7.945069, -0.948534], [0.297413, 6.266893, -0.882001], [-1.162638, 6.490312, -0.577814], [0.390448, 5.869216, -2.654712], [0.714130, 8.630417, -1.629668], [2.235496, 7.864505, -1.332551], [1.252840, 8.450715, 0.016476], [0.724626, 4.831754, -2.664373], [1.059790, 6.584651, -3.132436], [-0.642522, 5.841871, -3.001598], [8.724132, 3.250565, -0.241864], [7.412421, 4.529447, -0.286209], [6.198678, 3.826649, 0.369321], [8.125630, 5.831110, 0.787448], [8.725239, 2.802252, 0.751673], [9.656249, 3.813396, -0.291751], [8.741922, 2.526894, -1.056787], [7.343326, 6.540637, 1.057020], [8.991097, 6.335367, 0.357583], [8.440993, 5.405026, 1.739876], [1.815758, -1.028202, -8.580273], [3.641998, -1.046750, -8.343657], [4.137843, -0.649638, -9.724215], [3.793990, 0.531141, -7.403895], [1.167499, -1.094531, -7.706507], [1.628951, -1.888063, -9.223579], [1.576426, -0.145732, -9.173614], [3.817762, 0.275853, -6.344478], [2.938938, 1.177270, -7.602642], [4.699987, 1.031794, -7.745395], [-6.260877, -2.233959, -8.425009], [-5.800233, -0.849709, -9.463379], [-5.593622, -1.354280, -10.883615], [-7.566694, -0.152884, -9.533051], [-6.590264, -1.985564, -7.416098], [-5.343914, -2.779564, -8.202294], [-6.944171, -2.903461, -8.947489], [-7.929711, 0.278625, -8.600244], [-8.169712, -1.046979, -9.691404], [-7.622457, 0.432483, -10.450833], [-8.368607, -5.698826, -0.089281], [-8.204812, -6.319088, 0.961128], [-9.177166, -7.103055, 1.523177], [-8.624042, -7.972057, 2.582390], [-7.199844, -7.938698, 2.272717], [-6.920520, -6.505808, 1.762362], [-8.963378, -8.993340, 2.409363], [-8.833418, -7.675069, 3.610043], [-7.021743, -8.666071, 1.480686], [-6.554354, -8.125920, 3.130845], [-6.005545, -6.144109, 1.293215], [-7.113784, -5.879077, 2.632961], [6.650946, 2.758153, 9.505772], [5.778529, 3.090016, 8.728900], [4.817357, 2.330168, 8.364200], [4.035803, 2.819685, 7.348776], [4.825960, 3.971705, 6.766709], [5.712202, 4.371913, 7.940286], [3.117568, 3.182004, 7.811033], [3.980444, 2.133149, 6.503960], [4.196562, 4.808280, 6.463228], [5.431945, 3.636377, 5.925026], [5.192200, 5.082163, 8.583129], [6.721122, 4.727836, 7.731676]], "forces_ev_per_a": [[0.20, 0.67, 2.02], [1.10, 0.01, -1.43], [-0.74, 0.01, 1.21], [0.13, -0.79, -0.79], [-0.40, 0.04, -0.84], [-0.27, 0.02, 0.18], [0.92, -0.09, -0.26], [0.00, -0.56, -0.21], [-0.19, 0.68, 0.01], [-0.75, 0.01, 0.09], [-0.46, -0.23, 0.96], [-1.56, -0.38, 0.60], [2.41, 1.37, 0.06], [-0.02, -0.52, 0.41], [0.21, 0.19, 0.04], [-0.26, -0.27, -0.07], [-0.24, 0.26, -0.47], [0.17, -0.16, -0.48], [0.32, -0.22, -0.34], [-0.56, -0.05, -0.72], [-0.68, -0.17, -0.40], [-0.22, 1.22, 0.54], [1.19, 0.14, -0.25], [-0.06, -0.24, 0.74], [-0.38, -0.19, -0.09], [0.03, -0.58, 0.14], [-0.16, -0.52, 0.18], [0.42, 0.17, -0.35], [-0.23, -0.37, -0.36], [0.11, 0.53, -0.15], [0.80, 1.27, 0.75], [-1.79, -1.66, -0.14], [2.02, 1.60, -0.56], [0.02, -0.77, 1.04], [-0.34, -0.25, -0.13], [0.22, 0.02, -0.19], [-0.67, 0.21, 0.11], [-0.12, -0.04, -0.50], [-0.23, -0.13, -0.42], [0.07, -0.24, 0.04], [0.20, -0.24, -0.32], [-0.26, 1.71, -1.41], [-0.28, -0.76, 1.12], [-0.46, -0.55, 0.13], [0.39, 0.01, 0.23], [0.01, -0.09, 0.09], [0.19, 0.13, 0.14], [0.15, 0.19, 0.05], [0.02, -0.10, -0.10], [0.03, -0.32, 0.10], [0.76, -0.88, 0.40], [-1.47, 0.54, -1.49], [-0.13, 0.27, 1.78], [0.77, -1.29, -0.10], [-0.48, 0.56, -0.26], [0.17, -0.16, -0.42], [-0.09, 0.18, 0.02], [0.39, 0.47, -0.19], [-0.01, -0.06, -0.17], [0.08, 0.36, 0.44], [0.01, -1.23, 2.65], [0.26, 0.52, -2.36], [-0.22, 0.08, 0.51], [-0.78, 0.20, -0.88], [3.26, 0.29, -0.33], [-1.90, 0.10, 0.51], [-0.61, 0.28, 0.10], [-0.49, 0.52, -0.26], [0.41, -0.01, 0.03], [-0.07, -0.43, -0.05], [-0.18, -0.67, -0.16], [0.32, 0.36, 0.24], [-1.02, 0.26, -0.33], [3.70, 1.36, 0.92], [-1.22, -3.67, 0.95], [-0.53, 1.38, -1.58], [0.56, 1.36, 0.01], [0.00, 0.15, 0.22], [-0.43, -0.42, -0.54], [-0.87, -0.63, 0.70], [0.00, -0.19, -0.27], [-0.06, 0.08, -0.04], [0.11, 0.28, 0.00], [-0.24, 0.05, -0.07]], "e_tot_ha": -3932.0559, "charge": 0, "e_homo_ev": -8.89, "spin_multiplicity": 1, "orbital_gap_ev": 8.99, "mol_weight_g_mol": 641.00}

---

{"formula": "C20H49N8O7P2Rb", "method": "ωB97M-V/def2-TZVPD", "species": ["Rb", "N", "C", "C", "N", "C", "C", "N", "C", "C", "N", "H", "H", "H", "H", "H", "H", "H", "H", "H", "H", "H", "H", "H", "H", "H", "H", "H", "H", "N", "C", "C", "P", "O", "O", "O", "P", "O", "O", "O", "H", "H", "H", "H", "H", "H", "H", "H", "C", "N", "C", "C", "C", "N", "C", "C", "H", "H", "H", "H", "H", "H", "H", "H", "H", "H", "H", "H", "H", "H", "H", "H", "O", "C", "C", "C", "C", "C", "C", "N", "H", "H", "H", "H", "H", "H", "H"], "coordinates": [[-0.883415, 0.392922, 0.209920], [1.985495, -0.214974, 1.030290], [2.633327, -1.247018, 1.845187], [1.591299, -2.053063, 2.608225], [0.494161, -2.539984, 1.783298], [0.901577, -3.496655, 0.773543], [-0.104372, -3.624006, -0.362974], [-0.299666, -2.330128, -1.014607], [-0.662799, -2.983408, 2.558969], [-1.918104, -2.172529, 2.265650], [-1.768110, -0.801933, 2.769805], [2.653226, 0.454475, 0.674282], [1.333073, 0.311206, 1.604691], [3.322800, -0.852606, 2.595192], [3.229698, -1.892243, 1.198216], [1.150613, -1.387601, 3.358684], [2.104770, -2.865691, 3.149074], [1.080316, -4.493836, 1.204165], [1.847238, -3.157104, 0.339133], [-1.067306, -3.964868, 0.030436], [0.253882, -4.410165, -1.031635], [-1.036185, -2.357620, -1.708858], [0.550561, -2.001399, -1.463858], [-0.443393, -2.900799, 3.629005], [-0.865590, -4.044681, 2.368645], [-2.782650, -2.696579, 2.683469], [-2.058611, -2.114010, 1.183486], [-1.841755, -0.784794, 3.776644], [-2.528739, -0.232120, 2.407092], [-5.163499, 2.378107, 0.819347], [-4.310089, 2.203691, -0.474269], [-5.006012, 2.771868, -1.704084], [-4.036350, 0.346258, -0.561213], [-5.412359, -0.144072, -1.276755], [-2.879645, -0.095976, -1.373563], [-4.151239, -0.001396, 0.900746], [-2.705203, 3.069202, -0.077424], [-3.131180, 4.618808, -0.335737], [-2.581509, 2.870531, 1.406993], [-1.598378, 2.702368, -0.989262], [-6.111086, 2.680024, 0.633732], [-4.679101, 3.001945, 1.468590], [-5.102595, 1.436033, 1.299367], [-5.931731, 2.235205, -1.914129], [-4.347794, 2.656914, -2.569196], [-5.211375, 3.835286, -1.580665], [-5.199548, -0.523033, -2.150289], [-2.619672, 4.964003, -1.092184], [-0.326363, 0.434095, -3.579773], [0.946142, 1.145271, -3.491560], [0.738601, 2.583616, -3.590132], [1.874070, 0.719875, -4.525831], [2.191477, -0.778476, -4.598068], [2.476413, -1.444746, -3.338282], [2.712868, -2.859462, -3.579991], [3.605769, -0.842940, -2.644230], [-0.810096, 0.577053, -4.562991], [-1.036192, 0.749543, -2.808209], [-0.143240, -0.633183, -3.433467], [0.259221, 2.863053, -4.544501], [1.701030, 3.102325, -3.541636], [0.110786, 2.924363, -2.767269], [2.801800, 1.284844, -4.398598], [1.483149, 0.996029, -5.519639], [3.052247, -0.886538, -5.278432], [1.358724, -1.303768, -5.071805], [3.578614, -3.038224, -4.238675], [1.834122, -3.311331, -4.046142], [2.900365, -3.372169, -2.633635], [4.521637, -0.846181, -3.260684], [3.803770, -1.402460, -1.729082], [3.362513, 0.183921, -2.365484], [-0.191918, 1.797242, 2.406042], [0.543391, 2.927791, 2.803057], [1.448962, 3.465333, 1.707254], [2.240680, 4.585844, 1.943512], [3.067148, 5.045573, 0.935322], [3.078594, 4.380145, -0.285378], [2.253346, 3.282837, -0.434212], [1.455554, 2.825255, 0.540812], [-0.933404, 2.110571, 1.856307], [1.160090, 2.637588, 3.654835], [-0.117101, 3.730551, 3.142966], [2.199081, 5.085550, 2.905882], [3.695893, 5.914430, 1.094321], [3.707561, 4.714043, -1.100065], [2.201618, 2.740282, -1.377517]], "forces_ev_per_a": [[1.24, -1.01, -0.19], [0.18, -0.26, 0.22], [-0.27, 0.11, -0.22], [-0.22, 0.08, -0.08], [0.06, -0.04, 0.20], [0.00, 0.26, -0.09], [-0.06, 0.32, 0.08], [-0.06, -0.14, -0.02], [0.06, 0.12, -0.11], [0.14, 0.19, 0.06], [-0.18, -0.28, -0.28], [0.08, 0.04, -0.01], [0.11, 0.08, 0.09], [0.14, 0.11, 0.12], [0.02, -0.03, -0.09], [0.00, -0.08, -0.04], [0.03, -0.06, 0.05], [0.04, -0.13, 0.04], [-0.06, -0.03, 0.03], [0.02, 0.05, -0.03], [0.06, -0.14, -0.16], [0.01, -0.03, -0.01], [0.03, -0.04, -0.04], [0.03, -0.04, 0.04], [0.01, -0.02, 0.00], [-0.15, -0.05, 0.02], [-0.05, -0.06, 0.04], [0.06, 0.03, 0.15], [-0.12, -0.07, 0.12], [0.57, -0.45, -0.29], [0.16, -0.06, 0.06], [-0.10, 0.04, 0.21], [-0.85, -0.42, 0.68], [0.18, -0.14, -0.58], [-0.56, 0.20, -0.51], [0.09, -0.03, -0.17], [-0.15, 0.56, 0.29], [0.32, 0.17, -0.43], [0.10, -0.03, -0.13], [-0.28, 0.22, -0.40], [-0.17, -0.02, -0.05], [0.16, 0.27, -0.10], [-0.01, 0.06, -0.49], [0.00, 0.00, -0.02], [0.00, -0.03, 0.11], [0.00, 0.02, -0.03], [-0.14, 0.22, 0.50], [-0.32, -0.19, 0.45], [0.10, -0.15, 0.12], [-0.13, -0.05, 0.09], [0.02, -0.11, 0.02], [0.07, -0.11, 0.07], [-0.16, 0.12, 0.06], [0.01, -0.01, 0.13], [-0.06, 0.05, 0.11], [-0.20, 0.02, -0.03], [0.02, 0.00, -0.01], [0.23, 0.16, -0.12], [-0.05, 0.06, -0.06], [-0.02, 0.01, -0.01], [-0.06, -0.04, -0.01], [-0.05, -0.02, 0.00], [-0.01, 0.00, 0.06], [0.02, 0.01, -0.16], [0.05, 0.04, -0.15], [-0.02, -0.01, 0.05], [0.03, 0.02, -0.03], [0.03, 0.04, 0.03], [-0.03, 0.03, -0.02], [0.00, 0.01, 0.01], [0.01, 0.02, 0.00], [0.01, -0.05, -0.03], [0.35, 0.41, 0.40], [-0.04, -0.13, -0.27], [0.00, -0.13, -0.19], [0.07, 0.11, -0.01], [0.02, 0.04, 0.05], [0.03, 0.08, 0.05], [-0.26, -0.17, 0.10], [0.07, 0.09, -0.06], [-0.25, 0.48, 0.61], [0.04, -0.05, 0.06], [-0.05, 0.05, 0.00], [0.02, -0.02, -0.06], [-0.03, -0.04, -0.01], [-0.02, -0.02, 0.00], [0.04, 0.02, 0.20]], "e_tot_ha": -2463.2426, "charge": 0, "e_homo_ev": -7.82, "de_lowest_kcal_mol": 8.3, "spin_multiplicity": 1, "orbital_gap_ev": 8.03, "mol_weight_g_mol": 661.08}